1.
The following is a quantum chemistry calculation of a molecular structure, C17H24F3HfN9O4S3 at a distorted geometry, from the OMol25 dataset.

Geometry as ORCA input:
```
! RIJCOSX wB97M-V def2-TZVPD def2/J DEFGRID3
* xyz 2 1
Hf 0.799 0.225 0.102
C -4.391 -3.073 -3.309
C -3.307 -3.219 -2.241
N -2.358 -2.124 -2.438
C -1.395 -1.653 -1.651
S -0.588 -0.186 -2.129
N -0.998 -2.409 -0.620
N 0.180 -1.923 -0.004
C 1.120 -2.796 0.340
C 0.929 -4.290 0.202
C 2.323 -2.236 0.826
C 3.266 -2.768 1.675
C 4.334 -1.964 2.157
C 4.571 -0.743 1.534
C 3.714 -0.297 0.529
N 2.595 -0.952 0.228
H -5.188 -3.761 -3.126
H -3.993 -3.368 -4.307
H -4.813 -2.073 -3.358
H -2.787 -4.206 -2.362
H -3.792 -3.230 -1.227
H -2.545 -1.536 -3.263
H -0.060 -4.378 -0.225
H 0.961 -4.882 1.163
H 1.583 -4.705 -0.567
H 3.208 -3.803 2.004
H 4.991 -2.272 2.959
H 5.464 -0.159 1.768
H 3.836 0.698 0.078
N -2.107 -1.475 2.224
C -2.474 -0.155 2.133
N -3.066 0.496 3.124
S -2.081 0.615 0.578
H -2.663 -2.088 2.841
H -1.971 -1.774 1.253
H -3.075 -0.015 3.960
H -3.154 1.472 3.163
F -0.925 2.782 3.050
C -0.008 2.057 3.802
F 0.638 2.951 4.568
F -0.673 1.173 4.667
S 1.206 1.041 2.733
O 0.479 -0.155 2.247
O 2.284 0.744 3.582
O 1.460 1.799 1.420
C 2.763 3.404 -3.162
N 1.503 3.559 -2.368
C 0.591 4.554 -2.648
C -0.563 4.665 -1.891
C -0.792 3.674 -0.843
N 0.056 2.697 -0.631
C 1.166 2.629 -1.412
O 1.960 1.584 -1.301
N -1.939 3.781 -0.142
H 3.538 2.956 -2.519
H 2.909 4.406 -3.571
H 2.591 2.651 -3.982
H 0.865 5.349 -3.373
H -1.303 5.467 -2.098
H -2.732 4.287 -0.508
H -2.142 2.949 0.368
*
```

The value obtained for the highest occupied orbital energy is -0.5049 Ha. For the gap between HOMO and LUMO, the calculation gives 0.254 hartree. As for the energy relative to the best compared isomer or geometry (same formula, charge and spin): 90.9 kJ/mol.

=====

2.
The following is a quantum chemistry calculation of a gas-phase ion, C9H17BrN5S (charge +1) at a distorted geometry, from the OMol25 dataset.

Geometry as ORCA input:
```
! RIJCOSX wB97M-V def2-TZVPD def2/J DEFGRID3
* xyz 1 1
N 3.896 0.833 0.810
C 2.801 0.247 -0.050
N 3.414 -0.509 -1.191
N 2.017 -0.668 0.820
C 1.892 1.466 -0.635
C 0.361 1.384 -0.214
C -0.284 2.204 0.935
C -1.773 2.058 1.297
N -2.586 1.197 0.546
N -2.027 0.537 -0.450
C -3.025 -0.322 -1.213
C -3.187 -1.808 -0.622
C -1.959 -2.368 0.235
S -1.884 -1.702 1.993
C -0.698 0.470 -0.946
Br -0.014 -0.623 -2.426
H 4.654 0.128 0.904
H 3.555 0.953 1.783
H 4.106 -1.160 -0.769
H 3.984 0.186 -1.699
H 1.280 -1.171 0.308
H 1.651 -0.199 1.658
H 2.020 1.584 -1.776
H 2.341 2.435 -0.193
H 0.362 2.918 1.549
H -2.218 2.659 2.157
H -2.824 -0.288 -2.348
H -4.062 0.174 -1.106
H -4.095 -1.775 0.090
H -3.508 -2.499 -1.490
H -2.148 -3.500 0.372
H -0.939 -2.302 -0.289
H -1.105 -0.538 1.958
*
```

The value obtained for the highest occupied orbital energy is -0.4529 Ha. For the gap between HOMO and LUMO, the calculation gives 0.271 hartree. The SMILES is NC(N)(N)Cc1ccn[n+](CCCS)c1Br.

=====

3.
The following is a quantum chemistry calculation of 2 unconnected molecules or ions with the total composition C8H20N2Si at a distorted geometry, from the OMol25 dataset.

Geometry as ORCA input:
```
! RIJCOSX wB97M-V def2-TZVPD def2/J DEFGRID3
* xyz 0 1
C 1.037 2.401 -0.150
C 3.095 -0.937 1.043
C 2.362 -0.999 -0.019
C 2.937 -0.531 -1.344
C -1.087 2.295 -1.154
C -0.799 -1.620 1.971
C -1.588 -1.561 -1.252
C -3.125 0.229 1.003
N -0.084 1.757 -0.171
N -0.309 0.695 0.472
Si -1.444 -0.537 0.465
H 1.700 2.023 0.591
H 0.978 3.328 -0.717
H 2.800 -1.248 2.071
H 4.214 -0.782 0.990
H 1.344 -1.280 -0.150
H 3.937 -0.895 -1.421
H 2.782 0.509 -1.403
H 2.395 -0.788 -2.163
H -0.515 2.666 -2.089
H -1.880 1.586 -1.449
H -1.717 3.200 -0.770
H 0.268 -1.314 2.024
H -1.442 -1.371 2.868
H -0.815 -2.672 1.701
H -2.358 -2.223 -1.074
H -1.685 -0.859 -2.117
H -0.705 -2.116 -1.364
H -3.180 1.309 0.847
H -3.920 -0.383 0.690
H -3.194 0.118 2.070
*
```

The value obtained for the highest occupied orbital energy is -0.2879 Ha. For the gap between HOMO and LUMO, the calculation gives 0.315 hartree. As for the energy relative to the best compared isomer or geometry (same formula, charge and spin): 151.6 kJ/mol.

=====

4.
The following is a quantum chemistry calculation of a molecular structure, C10H14BClN6V at a distorted geometry, from the OMol25 dataset.

Geometry as ORCA input:
```
! RIJCOSX wB97M-V def2-TZVPD def2/J DEFGRID3
* xyz 0 4
H -0.377 2.777 0.814
N 0.015 1.561 -0.873
B 0.689 0.636 -3.120
N 0.571 1.813 -2.111
C 0.888 3.121 -2.208
V -0.590 -0.504 -0.414
H 1.332 3.502 -3.115
C 0.531 3.739 -1.008
H 0.648 4.774 -0.752
C -0.011 2.723 -0.200
H 1.098 1.007 -4.181
C -1.477 -2.001 0.229
H -1.687 -2.168 1.274
H -0.470 -2.409 0.032
H -2.241 -2.415 -0.395
N -0.730 0.030 -3.198
N 1.611 -0.438 -2.479
N -1.375 -0.453 -2.013
N 1.243 -1.058 -1.294
C -1.568 -0.088 -4.238
C 2.802 -0.922 -2.879
H -1.245 0.247 -5.219
H 3.250 -0.554 -3.789
C -2.769 -0.662 -3.801
C 3.222 -1.878 -1.954
C -2.619 -0.879 -2.430
C 2.218 -1.930 -0.973
H -3.636 -0.891 -4.408
H 4.125 -2.457 -1.990
H -3.301 -1.317 -1.720
H 2.164 -2.531 -0.078
H -1.776 -0.438 0.364
Cl 0.295 0.068 1.667
*
```

The value obtained for the highest occupied orbital energy (spin up / spin down) is -0.2727 / -0.3278 Ha. For the gap between HOMO and LUMO (spin up / spin down), the calculation gives 0.291 / 0.295 hartree. As for the energy relative to the best compared isomer or geometry (same formula, charge and spin): 393.4 kJ/mol.

=====

5.
The following is a quantum chemistry calculation of a molecular structure, C30H33BrFeN4O2, from the OMol25 dataset.

Geometry as ORCA input:
```
! RIJCOSX wB97M-V def2-TZVPD def2/J DEFGRID3
* xyz 0 5
Fe -0.147 -0.402 0.581
C 1.151 3.688 1.813
C 0.664 2.918 0.605
C 1.594 2.370 -0.280
C 3.072 2.609 -0.086
C 1.161 1.612 -1.372
C 2.179 0.946 -2.269
C -0.204 1.494 -1.648
C -0.659 0.863 -2.943
C -1.143 2.032 -0.756
C -2.620 1.890 -1.029
C -0.705 2.742 0.371
C -1.734 3.362 1.289
H 1.317 4.744 1.581
H 2.092 3.284 2.186
H 0.440 3.649 2.636
H 3.545 1.799 0.480
H 3.263 3.536 0.449
H 3.587 2.680 -1.042
H 2.527 1.620 -3.058
H 1.768 0.061 -2.749
H 3.054 0.630 -1.703
H -0.889 -0.197 -2.829
H 0.101 0.964 -3.716
H -1.559 1.350 -3.313
H -3.005 2.766 -1.561
H -3.182 1.786 -0.103
H -2.826 1.001 -1.616
H -2.126 2.629 2.002
H -2.582 3.742 0.724
H -1.328 4.197 1.854
N -1.350 -0.028 4.431
C -0.719 -0.024 3.249
O -1.340 -0.325 2.215
C 0.720 0.374 3.170
C 1.332 -0.282 1.929
H -2.321 -0.288 4.465
H -0.857 0.166 5.282
H 1.229 0.199 4.126
H 0.693 1.460 3.029
H 1.564 -1.332 2.162
H 2.278 0.202 1.675
Br 3.401 -4.530 -9.167
C 2.483 -4.927 -7.560
C 3.001 -5.885 -6.698
C 2.326 -6.179 -5.532
C 1.131 -5.516 -5.207
C 0.625 -4.553 -6.099
C 1.299 -4.262 -7.269
N 0.538 -5.840 -4.010
N -0.605 -5.269 -3.733
C -0.791 -4.266 -2.887
C -2.135 -3.848 -2.682
C -2.483 -2.776 -1.899
C -1.505 -2.025 -1.219
O -1.744 -0.970 -0.526
C -0.140 -2.459 -1.362
N 0.756 -1.727 -0.644
C 2.034 -2.046 -0.684
C 2.509 -3.111 -1.449
C 1.619 -3.858 -2.187
C 0.250 -3.548 -2.169
H 3.921 -6.396 -6.947
H 2.701 -6.927 -4.846
H -0.304 -4.052 -5.862
H 0.911 -3.524 -7.958
H -2.896 -4.415 -3.203
H -3.519 -2.484 -1.791
H 2.698 -1.440 -0.080
H 3.564 -3.344 -1.453
H 1.972 -4.695 -2.770
*
```

The value obtained for the highest occupied orbital energy (spin up / spin down) is -0.2276 / -0.2727 Ha. For the gap between HOMO and LUMO (spin up / spin down), the calculation gives 0.238 / 0.253 hartree. As for the energy relative to the best compared isomer or geometry (same formula, charge and spin): 27.4 kJ/mol.